[1]
The following is a DFT calculation (ωB97M-V with the def2-TZVPD basis set) of a molecular structure, C21H34AsBrF3N4SSi2Zn at a distorted geometry.

The geometry in XYZ format:
```
68
C21H34AsBrF3N4SSi2Zn ωB97M-V with the def2-TZVPD basis set
Zn -0.1212 0.4192 -0.1870
Br 2.4379 2.1062 1.0487
C 3.0173 0.8447 -0.2461
C 4.2995 0.8995 -0.7707
C 4.6492 -0.0594 -1.7097
C 3.7189 -1.0276 -2.0611
C 2.4720 -0.9961 -1.4652
N 2.1180 -0.0655 -0.5865
H 4.9882 1.6670 -0.4562
H 5.6336 -0.0523 -2.1504
H 3.9550 -1.7941 -2.7815
H 1.7152 -1.7406 -1.6689
S -0.6085 -2.4316 -0.3148
C -1.5418 -3.5816 -1.1169
N -2.2531 -3.2999 -2.2102
C -3.0836 -4.2661 -2.9066
C -3.4942 -5.3773 -1.9467
C -2.2456 -5.9250 -1.2619
N -1.5421 -4.8281 -0.6353
H -2.2182 -2.3561 -2.5625
H -2.5365 -4.6911 -3.7575
H -3.9642 -3.7532 -3.2984
H -4.0027 -6.1726 -2.4875
H -4.1749 -4.9814 -1.1909
H -1.5927 -6.4203 -1.9924
H -2.5125 -6.6542 -0.4945
H -0.9909 -4.9945 0.1930
F 0.2112 1.2011 6.7823
C 0.0580 -0.0441 6.3122
F 1.0685 -0.7713 6.7925
F -1.0680 -0.5251 6.8571
C -0.0101 -0.0570 4.8026
C 0.8993 -0.7755 4.0395
C 0.7853 -0.7093 2.6588
N -0.1409 0.0141 2.0458
C -1.0190 0.6825 2.7821
C -1.0028 0.6772 4.1652
H 1.6748 -1.3593 4.5046
H 1.4632 -1.2581 2.0222
H -1.7647 1.2520 2.2393
H -1.7302 1.2328 4.7331
C 0.9816 4.6844 -1.1559
Si -0.3704 3.7835 -2.1666
C 0.4627 3.1273 -3.7638
C -1.7435 5.0526 -2.5642
As -1.5875 2.1735 -0.8502
Si -2.5504 0.8510 -2.5704
C -1.2720 -0.2251 -3.5230
C -3.5680 1.8308 -3.8468
C -3.7455 -0.2822 -1.5900
H 1.2345 5.6297 -1.6272
H 1.8962 4.1040 -1.0903
H 0.6443 4.8987 -0.1460
H 0.9647 3.9341 -4.2874
H -0.2598 2.6946 -4.4481
H 1.2119 2.3724 -3.5354
H -1.3775 5.9024 -3.1314
H -2.1648 5.4297 -1.6344
H -2.5534 4.5996 -3.1289
H -0.5433 0.4055 -4.0222
H -1.7300 -0.8420 -4.2911
H -0.7125 -0.8727 -2.8495
H -2.9372 2.4512 -4.4757
H -4.2800 2.4796 -3.3447
H -4.1288 1.1699 -4.5008
H -3.2081 -0.9144 -0.8857
H -4.3634 -0.9208 -2.2146
H -4.4141 0.3460 -1.0046
```

Total charge: +1

=====

[2]
The following is a DFT calculation (ωB97M-V with the def2-TZVPD basis set) of 3 unconnected molecules or ions with the total composition C22H31BF8N6O6P at a distorted geometry.

The geometry in XYZ format:
```
75
C22H31BF8N6O6P ωB97M-V with the def2-TZVPD basis set
C -2.2111 -4.1509 3.4869
P -3.2528 -4.9869 2.2532
C -3.5303 -4.0252 0.7129
C -3.8500 -2.5350 0.8522
O -2.9593 -1.8286 1.6804
C -1.6523 -1.7035 1.1735
C -1.1986 -0.2368 1.1227
F -1.3093 0.1690 -0.1595
F -1.9441 0.5703 1.8299
C 0.3014 -0.1311 1.4662
F 0.9041 -1.0800 0.7467
F 0.7942 1.0168 1.0436
C 0.6356 -0.3912 2.9641
F -0.4581 -0.4058 3.7215
F 1.1717 -1.5998 3.0595
C 1.6473 0.6268 3.5560
F 1.4939 0.6616 4.8649
F 2.8627 0.1777 3.2939
C -4.7511 -5.6062 3.1392
C -6.1289 -5.0329 2.7695
N -6.5733 -5.2868 1.4159
N -7.0582 -5.7750 3.6304
N -6.2393 -3.6002 3.1081
B -2.2446 -6.5961 1.7135
N -2.1201 -7.7257 2.5862
O -1.6663 -6.6351 0.4830
H -1.2207 -3.9377 3.1177
H -2.0888 -4.8411 4.3160
H -2.6735 -3.2568 3.8754
H -2.6010 -4.1012 0.1572
H -4.2640 -4.5267 0.1004
H -3.7925 -2.1051 -0.1479
H -4.8542 -2.3406 1.1867
H -1.5542 -2.0875 0.1689
H -0.9726 -2.2430 1.8216
H 1.5098 1.6363 3.1863
H -4.5810 -5.4232 4.1954
H -4.8008 -6.6797 3.0003
H -6.2098 -6.1408 1.0195
H -6.4562 -4.4967 0.8001
H -6.7605 -5.6078 4.5859
H -7.9763 -5.3622 3.5178
H -5.3345 -3.1490 3.1722
H -6.8032 -3.1533 2.3944
H -2.8420 -8.4234 2.4246
H -2.1717 -7.4799 3.5715
H -2.3123 -6.3968 -0.2005
C 0.9616 2.0353 -2.0278
C 0.6215 3.2543 -2.5990
C 1.5243 3.9124 -3.4182
C 2.7579 3.3345 -3.6561
C 3.1152 2.1246 -3.0901
C 2.2082 1.4737 -2.2702
N 3.7108 4.0200 -4.5425
O 3.3741 5.0922 -5.0096
O 4.7760 3.4696 -4.7572
H 0.2543 1.5231 -1.3949
H -0.3489 3.6916 -2.4079
H 1.2614 4.8609 -3.8631
H 4.0843 1.6877 -3.2815
H 2.4729 0.5252 -1.8218
C 6.1837 6.5551 -4.6431
C 7.0762 7.1674 -5.5127
C 7.6358 8.3926 -5.1866
C 7.2939 8.9881 -3.9862
C 6.4018 8.3956 -3.1115
C 5.8454 7.1721 -3.4461
N 7.9019 10.2783 -3.6251
O 8.6678 10.7843 -4.4236
O 7.6033 10.7606 -2.5476
H 5.7573 5.6004 -4.8984
H 7.3382 6.6877 -6.4458
H 8.3298 8.8692 -5.8630
H 6.1406 8.8741 -2.1792
H 5.1476 6.6963 -2.7695
```

Total charge: +1

=====

[3]
The following is a DFT calculation (ωB97M-V with the def2-TZVPD basis set) of a molecular structure, C22H34N7P2SSeTl at a distorted geometry.

The geometry in XYZ format:
```
68
C22H34N7P2SSeTl ωB97M-V with the def2-TZVPD basis set
Tl 2.5858 -18.9993 4.7786
C 6.1621 -22.8630 4.9869
C 4.6962 -23.0706 5.0800
N 4.0477 -23.8934 5.8538
N 2.7472 -23.6949 5.5597
C 2.5646 -22.6430 4.6700
S 1.0552 -21.9974 4.3398
N 3.8305 -22.2872 4.3238
N 4.0950 -21.2690 3.4275
H 6.5038 -23.4803 5.8312
H 6.4407 -21.8199 5.1105
H 6.6882 -23.1816 4.0009
H 2.0151 -24.1969 6.0797
H 5.1386 -21.1830 3.3581
H 3.7185 -21.5641 2.5001
C 7.0204 -15.1587 4.7528
P 5.7759 -13.7684 5.1944
C 6.6093 -13.0061 6.6296
N 7.6570 -12.2922 6.4432
C 8.1991 -11.6767 7.4995
C 9.4360 -10.9104 7.3705
C 10.0188 -10.4363 8.5184
C 9.3670 -10.4369 9.7928
C 8.1604 -11.1216 9.9007
C 7.6428 -11.9025 8.8204
N 6.5831 -12.7315 9.0209
C 6.1376 -13.3763 7.9136
P 5.0045 -14.7187 8.3700
C 5.4183 -15.2518 10.0409
C 3.2390 -14.0561 8.3935
C 2.2504 -15.2178 8.8646
C 2.8731 -13.5755 7.0060
C 3.1468 -12.8509 9.3573
C 6.1686 -12.6291 3.7224
C 5.5784 -13.1391 2.3545
C 5.3948 -11.2886 4.0097
C 7.7157 -12.4041 3.4056
H 7.4250 -14.8862 3.8008
H 6.6224 -16.2379 4.7735
H 7.8456 -15.0796 5.4951
H 9.9006 -10.8848 6.3980
H 11.0318 -9.9994 8.5133
H 9.8107 -9.9708 10.6639
H 7.5138 -11.2829 10.8179
H 5.3234 -16.3688 9.9894
H 4.7240 -14.8768 10.7516
H 6.4110 -14.8745 10.2308
H 2.3039 -16.1232 8.1922
H 1.2182 -14.8393 8.7343
H 2.5022 -15.4810 9.8889
H 3.0939 -14.3567 6.2046
H 3.5261 -12.6444 6.7008
H 1.7971 -13.3156 7.0297
H 3.1899 -13.0446 10.4297
H 2.1597 -12.4258 9.1662
H 3.8582 -12.0839 9.1267
H 4.4851 -13.0486 2.2723
H 5.9089 -14.1711 2.0932
H 6.0117 -12.5095 1.5882
H 4.3263 -11.5537 4.1494
H 5.4651 -10.6025 3.1455
H 5.6935 -10.8402 4.9155
H 8.1514 -13.1865 2.8157
H 8.3550 -12.3017 4.2977
H 7.8395 -11.4421 2.8381
Se 4.2666 -18.8282 7.5864
C 4.6870 -17.1563 7.3236
N 4.8770 -15.9608 7.2821
```

Total charge: +2

=====

[4]
The following is a DFT calculation (ωB97M-V with the def2-TZVPD basis set) of 4 unconnected molecules or ions with the total composition C32H54FNO9S at a distorted geometry.

The geometry in XYZ format:
```
98
C32H54FNO9S ωB97M-V with the def2-TZVPD basis set
F -9.4314 0.5333 0.1794
C -8.1136 1.1536 0.0170
C -7.1583 0.0609 -0.6565
C -5.5940 0.3231 -0.4653
C -4.5205 -0.2040 -1.4907
C -2.9811 0.0306 -1.3065
C -2.4486 0.8718 -0.0683
C -3.5606 1.4030 0.9199
C -5.0802 1.1446 0.7458
S -2.8899 2.4292 2.3354
C -1.5695 3.4388 1.4715
C -1.3570 4.9413 1.7798
C -0.2372 5.6752 0.9457
C 0.5783 4.8851 -0.1345
C 0.3753 3.3590 -0.4241
C -0.7371 2.6257 0.4021
N -1.0138 1.1779 0.1921
H -7.8050 1.4892 1.0614
H -8.1990 2.0792 -0.6502
H -7.3919 -0.9507 -0.1416
H -7.3754 -0.0399 -1.7888
H -4.8286 -0.8078 -2.4196
H -2.2228 -0.3785 -2.0706
H -5.7649 1.5950 1.5572
H -1.9883 5.4849 2.5770
H -0.0832 6.7915 1.1383
H 1.3816 5.4015 -0.7818
H 0.9681 2.7677 -1.2039
H -0.3826 0.7577 -0.5026
C -0.3811 1.5227 -4.2527
O 0.8319 0.8196 -4.4469
C 1.1007 -0.1209 -3.4136
C 1.7587 -1.3772 -3.9802
O 0.8778 -2.2235 -4.7215
C 0.4113 -1.7258 -5.9767
C 1.4827 -1.6333 -7.0611
O 2.3744 -0.5566 -6.8024
C 3.7151 -0.8479 -7.1509
H -0.2802 2.2517 -3.4440
H -0.6168 2.0445 -5.1826
H -1.2044 0.8331 -4.0371
H 0.1818 -0.4010 -2.8833
H 1.7846 0.3597 -2.7047
H 2.0952 -1.9830 -3.1321
H 2.6512 -1.1409 -4.5581
H -0.1177 -0.7811 -5.8510
H -0.3364 -2.4506 -6.3139
H 1.0085 -1.4472 -8.0318
H 2.0213 -2.5886 -7.1122
H 4.0333 -1.8049 -6.7261
H 4.3526 -0.0656 -6.7393
H 3.8270 -0.8631 -8.2398
C 1.4712 7.1916 7.7597
O 1.6447 5.8442 7.3650
C 1.6794 4.9416 8.4656
C 0.9872 3.6269 8.1116
O -0.4377 3.7093 8.0363
C -0.9850 4.4557 6.9488
C -0.7993 3.8092 5.5774
O 0.5529 3.9054 5.1509
C 0.9975 2.7598 4.4471
H 2.3909 7.5776 8.2072
H 1.2349 7.7774 6.8686
H 0.6347 7.2927 8.4595
H 1.1999 5.3767 9.3506
H 2.7328 4.7476 8.6951
H 1.1928 2.9193 8.9214
H 1.4006 3.1828 7.2070
H -0.6267 5.4852 6.9610
H -2.0607 4.5053 7.1458
H -1.4192 4.3297 4.8375
H -1.1234 2.7617 5.6305
H 0.7660 1.8439 4.9997
H 2.0800 2.8254 4.3375
H 0.5397 2.7264 3.4532
C 1.1955 -7.6647 -3.9786
O 1.9552 -6.7239 -3.2446
C 1.2380 -5.5251 -2.9654
C 1.5944 -4.9913 -1.5796
O 1.0468 -5.7446 -0.4952
C 1.5782 -7.0531 -0.2843
C 3.0175 -7.0799 0.2265
O 3.9285 -6.7201 -0.8043
C 5.0193 -5.9483 -0.3386
H 1.0892 -7.3394 -5.0170
H 1.7261 -8.6192 -3.9564
H 0.2109 -7.8171 -3.5238
H 0.1552 -5.6875 -3.0238
H 1.5250 -4.7890 -3.7238
H 1.1534 -3.9930 -1.4891
H 2.6695 -4.8612 -1.4603
H 1.4538 -7.6739 -1.1716
H 0.9464 -7.4991 0.4904
H 3.2718 -8.0939 0.5567
H 3.1036 -6.4005 1.0845
H 4.6745 -5.1057 0.2686
H 5.5487 -5.5487 -1.2035
H 5.7048 -6.5750 0.2409
```

SMILES string: FCCc1ccc2c(c1)Sc1ccccc1N2.COCCOCCOC.COCCOCCOC.COCCOCCOC
Total charge: 0

=====

Number 1: Kohn-Sham gap 0.2917 Eh. Number 2: Kohn-Sham gap 0.2589 Eh. Number 3: Kohn-Sham gap 0.2397 Eh. Number 4: Kohn-Sham gap 0.2956 Eh.